(1)
{"formula": "C10H25INO2Si", "method": "the ωB97M-V functional and the def2-TZVPD basis", "elements": ["I", "Si", "O", "O", "N", "C", "C", "C", "C", "C", "C", "C", "C", "C", "C", "H", "H", "H", "H", "H", "H", "H", "H", "H", "H", "H", "H", "H", "H", "H", "H", "H", "H", "H", "H", "H", "H", "H", "H", "H"], "xyz": [[4.017, -1.933, -2.492], [-0.946, 1.074, -0.795], [-0.401, 3.368, 0.707], [0.831, 3.436, 1.315], [0.666, 0.912, -1.527], [3.027, 0.278, -0.964], [3.745, 0.342, 0.477], [-3.568, -1.588, 1.059], [-2.136, -1.063, -2.225], [1.475, -0.199, -0.884], [4.781, -0.868, 0.750], [-3.371, -0.404, -0.045], [-0.920, 2.003, 0.882], [-1.891, -0.609, -0.674], [-2.930, -1.008, 2.437], [-1.293, -1.421, -0.133], [1.169, -0.414, 0.193], [-2.209, -0.133, -2.902], [-3.512, 0.630, 0.439], [-2.013, 2.145, 1.219], [3.074, 1.334, -1.415], [-1.746, 1.901, -1.732], [5.550, -0.996, -0.078], [-2.042, -0.372, 2.121], [0.532, 0.620, -2.514], [-4.209, -0.539, -0.804], [-1.206, -1.651, -2.524], [1.435, -1.142, -1.546], [5.355, -0.633, 1.711], [4.242, -1.863, 0.903], [3.650, -0.473, -1.693], [1.011, 4.371, 1.546], [4.348, 1.314, 0.572], [-3.692, -0.321, 2.933], [-2.965, -2.499, 0.697], [-4.685, -1.833, 1.174], [2.942, 0.315, 1.293], [-2.640, -1.893, 3.106], [-3.107, -1.647, -2.309], [-0.369, 1.460, 1.721]], "forces_ev_per_angstrom": [[1.618, -5.260, -3.380], [0.989, -0.625, -0.491], [-2.150, -0.417, -0.679], [2.546, -0.181, 1.231], [-1.701, -1.351, 0.398], [-0.216, 1.443, 1.606], [0.313, -0.493, -0.413], [0.300, 1.428, 0.156], [0.965, 0.473, 0.632], [2.358, 0.511, -1.023], [-0.121, 0.325, 0.540], [0.098, -1.245, 0.857], [-0.513, 0.137, 0.942], [-1.421, 0.260, -1.100], [-0.567, -0.792, -0.980], [-0.984, 1.144, -0.656], [0.228, 0.259, -1.301], [0.015, -1.440, 0.966], [0.122, -1.560, -0.564], [1.538, -0.216, -0.293], [-0.429, -1.384, 0.664], [-0.135, 0.096, 0.082], [-1.159, 0.197, 0.968], [-0.879, -0.979, 0.736], [0.224, 0.552, 0.714], [1.309, 0.380, 0.606], [-1.468, 0.563, 0.000], [-0.239, 1.093, 1.259], [-0.725, -0.341, -1.085], [0.726, 1.319, -0.356], [-2.073, 4.250, 3.003], [-0.835, -0.502, -0.435], [-0.967, -1.277, -0.055], [1.029, -0.970, -0.476], [-1.166, 1.279, 0.587], [1.699, 0.157, -0.029], [1.146, 0.214, -0.839], [-0.291, 1.611, -0.709], [1.409, 0.463, -0.015], [-0.594, 0.877, -1.067]], "mulliken_charge": [-0.697, -0.341, -0.239, -0.332, -0.191, -0.498, -0.259, -0.525, -1.335, -0.371, -1.146, -0.829, -0.354, 0.486, -0.587, 0.421, 0.228, 0.285, 0.243, 0.138, 0.300, -0.210, 0.266, -0.044, 0.298, 0.398, 0.311, 0.175, 0.358, 0.245, 0.089, 0.275, 0.254, 0.257, 0.297, 0.317, 0.216, 0.306, 0.377, 0.416], "homo_lumo_gap_ev": 5.2930, "total_charge": -1, "e_tot_ev": -32334.6454}


(2)
{"formula": "C10H25Li4NO7", "method": "the ωB97M-V functional and the def2-TZVPD basis", "elements": ["O", "O", "O", "O", "O", "O", "O", "N", "C", "C", "C", "C", "C", "C", "C", "C", "C", "C", "Li", "Li", "Li", "Li", "H", "H", "H", "H", "H", "H", "H", "H", "H", "H", "H", "H", "H", "H", "H", "H", "H", "H", "H", "H", "H", "H", "H", "H", "H"], "xyz": [[-1.958, 2.916, 1.594], [0.017, 1.729, -0.163], [-2.962, 0.897, -1.286], [1.940, -0.792, -3.303], [-3.805, 0.568, 1.271], [-1.044, -0.178, 1.838], [2.494, -1.034, 1.779], [1.301, -1.093, -0.705], [-0.315, 3.065, -0.255], [-3.480, -0.503, 2.101], [1.210, -2.236, 0.219], [0.202, -1.134, -1.683], [-2.063, -1.097, 2.084], [3.550, -0.964, 2.703], [-1.038, 3.725, 0.907], [0.637, -0.419, -2.940], [2.272, -0.367, -4.607], [2.432, -2.251, 1.085], [-0.946, 1.556, 2.928], [-3.899, 2.504, 1.786], [-1.878, 1.064, 0.501], [0.720, 0.199, 0.817], [3.423, -0.054, 3.290], [0.516, 0.664, -2.793], [-4.236, -1.302, 2.011], [-0.038, -2.181, -1.898], [-1.488, 4.675, 0.572], [-0.627, -0.549, -1.283], [-1.978, -1.954, 1.384], [2.191, -1.184, -1.184], [-3.213, 0.598, -2.161], [-0.095, -0.656, -3.735], [3.352, -0.348, -4.711], [1.884, 0.645, -4.781], [-3.613, -0.178, 3.166], [1.777, -1.021, -5.333], [-3.768, 0.898, -0.745], [3.481, -1.776, 3.439], [0.345, -2.059, 0.873], [3.328, -2.443, 0.464], [1.060, -3.194, -0.293], [-1.932, -1.588, 3.068], [2.396, -3.123, 1.759], [0.587, 3.662, -0.492], [-0.281, 4.065, 1.652], [-0.977, 3.188, -1.142], [4.522, -0.943, 2.203]], "forces_ev_per_angstrom": [[-0.683, -0.904, 0.288], [-0.197, -0.555, 1.400], [-0.060, 0.234, -0.155], [0.268, -0.052, 0.031], [0.586, 0.779, -0.174], [0.313, 1.102, 0.435], [-0.146, 0.204, 0.026], [-0.250, -0.844, 0.446], [-0.031, -0.363, -1.519], [-1.041, 0.673, 1.096], [-0.407, 0.672, 0.099], [0.975, 0.352, 0.067], [0.497, -0.781, -0.243], [-0.179, 0.155, 0.591], [0.509, 0.486, 1.574], [-1.129, 0.409, -0.360], [-0.688, 0.313, 0.099], [0.382, -1.105, -0.209], [-0.651, -0.184, -1.587], [1.295, -0.974, -0.539], [0.255, 0.219, 0.084], [-0.545, 0.591, -0.428], [0.059, 0.149, -0.259], [0.537, -0.028, 0.137], [0.311, -0.256, -0.136], [-0.334, 0.076, -0.050], [-0.081, -0.149, -0.233], [-0.305, -0.415, 0.018], [-0.208, 0.286, -0.258], [-0.088, 0.246, -0.241], [0.050, 0.010, -0.073], [0.271, -0.207, 0.007], [0.062, -0.226, -0.076], [0.172, 0.015, 0.016], [0.032, 0.022, -0.074], [0.309, -0.039, -0.147], [0.069, -0.457, 0.350], [0.213, -0.168, -0.291], [-0.059, -0.225, -0.102], [0.011, 0.448, 0.097], [0.141, -0.046, 0.008], [-0.104, 0.070, -0.006], [-0.126, 0.306, 0.205], [-0.128, 0.288, 0.153], [0.103, -0.091, -0.179], [-0.003, 0.111, 0.051], [0.025, -0.144, 0.061]], "mulliken_charge": [-0.870, -0.623, -0.498, -0.362, -0.926, -0.673, -0.143, -0.195, -0.614, -0.594, -0.191, 0.054, -0.486, -0.878, -0.616, -0.718, -0.778, -0.810, 0.760, 0.850, 0.878, 0.836, 0.242, 0.315, 0.259, 0.585, 0.271, -0.345, 0.245, 0.194, 0.202, 0.383, 0.251, 0.320, 0.187, 0.281, 0.271, 0.332, -0.141, 0.421, 0.528, 0.332, 0.480, 0.303, 0.206, 0.165, 0.310], "homo_lumo_gap_ev": 6.8132, "e_tot_ev": -27421.7131}


(3)
{"formula": "C10H25N2O2", "method": "the ωB97M-V functional and the def2-TZVPD basis", "elements": ["O", "O", "N", "N", "C", "C", "C", "C", "C", "C", "C", "C", "C", "C", "H", "H", "H", "H", "H", "H", "H", "H", "H", "H", "H", "H", "H", "H", "H", "H", "H", "H", "H", "H", "H", "H", "H", "H", "H"], "xyz": [[0.386, -1.251, 0.815], [-2.602, 1.992, 1.427], [1.495, 0.947, -0.150], [-1.147, 0.470, -0.348], [3.499, -0.370, 0.785], [2.199, -0.430, -0.032], [-2.633, -2.312, 0.114], [0.950, 1.451, -1.225], [1.327, -1.642, -0.020], [4.608, 0.645, 0.549], [-3.054, -1.014, -0.742], [-3.255, 0.748, 1.247], [-2.644, 0.386, -0.452], [-0.549, 0.932, -1.609], [1.974, -2.195, 0.314], [-0.277, -0.175, -1.911], [0.768, -1.816, -0.907], [-1.067, 1.601, 0.364], [-3.040, 1.277, -0.949], [1.513, 1.382, -2.237], [-2.747, -2.974, -0.530], [0.804, -1.017, 2.079], [-0.744, -0.137, 0.424], [4.361, 1.666, 0.457], [-4.099, -0.991, -1.178], [5.516, 0.660, 1.169], [0.686, 2.760, -1.009], [4.952, 0.464, -0.499], [2.052, 1.644, 0.322], [2.744, -0.334, -1.192], [3.002, -0.203, 1.862], [-1.671, -2.201, 0.469], [-3.151, 2.123, 2.199], [-3.341, -2.092, 1.054], [-2.584, -1.024, -1.662], [-2.818, 0.101, 1.759], [-4.287, 0.864, 0.795], [-1.014, 1.584, -2.227], [3.890, -1.521, 0.676]], "forces_ev_per_angstrom": [[-3.251, 0.354, 10.192], [-1.142, -0.293, 0.997], [2.556, -2.874, 6.023], [-3.503, 7.940, 3.622], [-1.894, -2.579, 3.498], [3.961, 5.199, -8.523], [-3.114, 10.056, 6.033], [-4.093, 5.371, -5.787], [-2.670, 7.716, -3.189], [0.748, -0.964, -2.353], [-1.136, 0.024, -1.456], [-1.710, 5.230, -11.571], [-0.334, -0.148, 5.992], [6.681, -6.875, 3.178], [5.760, -7.954, 3.063], [-0.748, 2.332, -1.514], [0.396, -0.770, -1.190], [-0.380, -3.760, -1.900], [0.093, -0.714, -0.540], [-0.474, 0.236, 1.344], [-1.501, -6.843, -4.739], [-1.498, -1.158, -5.662], [0.781, -0.178, -1.961], [-1.110, 1.269, 0.395], [0.620, -0.397, 1.371], [-0.649, -0.754, 0.200], [1.111, -3.770, -0.646], [0.131, -0.140, 0.632], [0.038, -0.291, 0.249], [-1.234, -1.055, 2.329], [1.709, -0.644, -1.365], [2.121, -0.020, 0.540], [0.608, 2.146, 1.083], [1.316, -1.946, -1.978], [1.360, -1.364, -2.514], [2.424, -6.220, 5.027], [0.740, -0.575, 2.022], [-2.126, 1.496, -1.621], [-0.589, 2.918, 0.719]], "mulliken_charge": [-0.903, -0.496, 0.027, -0.276, -0.057, -0.196, -1.192, -0.713, -0.793, -1.353, -0.958, -1.015, -0.434, -0.900, 0.818, 0.340, 0.231, 0.521, 0.666, 0.303, 0.589, 0.455, 0.696, 0.368, 0.489, 0.351, 0.343, 0.335, 0.282, 0.170, 0.207, 0.208, 0.382, 0.260, 0.537, 0.682, 0.349, 0.473, 0.202], "homo_lumo_gap_ev": 8.6540, "total_charge": 1, "e_tot_ev": -17831.7231}


| no. | E_HOMO (eV) |
| --- | --- |
| 1 | -2.5 |
| 2 | -7.1 |
| 3 | -12.2 |